Record 1
The following is a DFT calculation (the ωB97M-V functional and the def2-TZVPD basis) of a structure of composition C41H42BrN8O3P2ReSSe2.

Atoms and positions in Å:
Re: -2.0609 0.6584 -1.1042
N: -2.8298 2.3715 0.1483
C: -4.1777 2.8494 -0.2061
C: -4.9900 1.6007 -0.4626
N: -4.2411 0.8256 -1.4827
H: -2.8152 2.0277 1.1070
H: -2.1374 3.1131 0.0843
H: -4.0936 3.4389 -1.1198
H: -4.6149 3.4778 0.5700
H: -6.0057 1.8166 -0.7934
H: -5.0393 0.9972 0.4453
H: -4.2849 1.3056 -2.3902
H: -4.6749 -0.0846 -1.6034
Se: 0.7574 1.6915 5.2491
P: 1.8307 0.8991 3.6336
C: 3.4515 1.6756 3.3805
C: 3.6429 2.8560 2.6656
C: 4.8974 3.4468 2.6339
C: 5.9587 2.8847 3.3263
C: 5.7653 1.7249 4.0627
C: 4.5183 1.1237 4.0925
C: 2.2258 -0.8698 3.7316
C: 3.0796 -1.4393 2.7849
C: 3.4218 -2.7762 2.8787
C: 2.9188 -3.5489 3.9195
C: 2.0774 -2.9829 4.8640
C: 1.7307 -1.6412 4.7731
C: 0.8848 1.0678 2.0853
C: -0.1410 0.3264 1.4892
N: -0.5835 1.0790 0.4487
N: 0.1002 2.2028 0.4361
N: 0.9669 2.2285 1.4065
P: -0.9455 -1.2565 1.6825
Se: -2.8418 -0.9704 0.6588
C: -1.2693 -1.6739 3.3898
C: -1.1234 -2.9823 3.8452
C: -1.4757 -3.2928 5.1477
C: -1.9568 -2.3024 5.9935
C: -2.0900 -0.9968 5.5413
C: -1.7569 -0.6817 4.2357
C: -0.0385 -2.5300 0.8086
C: 1.1600 -2.2193 0.1819
C: 1.7849 -3.1667 -0.6150
C: 1.2157 -4.4188 -0.7772
C: 0.0080 -4.7260 -0.1595
C: -0.6314 -3.7801 0.6193
H: 2.8201 3.3100 2.1366
H: 5.0405 4.3586 2.0696
H: 6.9331 3.3542 3.3008
H: 6.5835 1.2873 4.6185
H: 4.3790 0.2245 4.6789
H: 3.4872 -0.8324 1.9835
H: 4.0857 -3.2159 2.1462
H: 3.1949 -4.5924 3.9971
H: 1.6947 -3.5813 5.6803
H: 1.0909 -1.1793 5.5165
H: -0.7141 -3.7469 3.2000
H: -1.3639 -4.3074 5.5059
H: -2.2213 -2.5477 7.0135
H: -2.4381 -0.2200 6.2077
H: -1.8451 0.3403 3.8901
H: 1.5923 -1.2356 0.2857
H: 2.7108 -2.9151 -1.1158
H: 1.7001 -5.1563 -1.4031
H: -0.4471 -5.6956 -0.3082
H: -1.6003 -4.0019 1.0503
C: -3.4742 2.1714 -6.6889
C: -3.7918 3.1972 -5.5983
C: -2.8388 3.0880 -4.4543
N: -3.0348 2.3653 -3.4178
N: -1.9836 2.3504 -2.5239
C: -0.9735 3.1100 -2.9290
N: 0.1813 3.2755 -2.3018
S: -1.2942 3.8868 -4.4446
H: -4.1697 2.2790 -7.5196
H: -3.5541 1.1575 -6.2990
H: -2.4623 2.3048 -7.0715
H: -4.7980 3.0439 -5.2071
H: -3.7524 4.2080 -6.0074
H: 0.3199 2.8770 -1.3636
H: 0.9034 3.8382 -2.7149
C: -3.3482 -0.9123 -3.7208
C: -2.3912 -0.8828 -2.5374
O: -1.7300 -1.8683 -2.3019
H: -3.3805 -1.9311 -4.1034
H: -2.9498 -0.2430 -4.4803
H: -4.3649 -0.5892 -3.4986
Br: 2.7190 0.8759 -1.0386
C: 2.6927 -0.0230 -2.7093
C: 3.9318 -0.4670 -3.1538
C: 4.0598 -1.0348 -4.4087
C: 2.9483 -1.1392 -5.2313
C: 1.7218 -0.6924 -4.7808
C: 1.5545 -0.1397 -3.5068
C: 0.1315 0.2338 -3.1718
O: -0.6560 0.4308 -4.0843
O: -0.1780 0.3065 -1.9111
H: 4.7950 -0.3475 -2.5142
H: 5.0292 -1.3788 -4.7438
H: 3.0352 -1.5705 -6.2192
H: 0.8425 -0.7768 -5.4024

Output
**Net charge**: +1
**<S²>**: 0.7553
**HOMO level (alpha / beta)**: -9.807 / -9.807 eV
**E**: -293538.08807 eV
**HOMO-LUMO gap (alpha / beta)**: 7.58 / 6.69 eV
**Multiplicity**: 2
**Max |F|**: 0.822 eV/A



Record 2
The following is a DFT calculation (the ωB97M-V functional and the def2-TZVPD basis) of a structure of composition C41H42ClGe2N3OS2SiW in a non-equilibrium geometry.

Atoms and positions in Å:
W: -0.2229 -1.1419 1.2181
C: 0.7587 -5.0567 4.0461
S: -0.8600 -4.2705 4.1838
C: -0.6309 -2.7494 3.4609
S: -1.7843 -1.5437 3.4891
N: 0.5494 -2.5546 2.7297
N: 0.9649 -1.1893 2.7738
C: 0.8365 -0.3845 3.8525
C: 0.3027 0.8765 3.5194
C: 0.2198 1.9777 4.3788
C: -0.4385 3.1102 3.9488
C: -0.9777 3.1364 2.6662
C: -0.8365 2.0239 1.8553
N: -0.2278 0.9126 2.2581
H: 0.7304 -5.8895 4.7456
H: 1.5423 -4.3592 4.3255
H: 0.9249 -5.4219 3.0371
H: 1.1115 -0.7012 4.8478
H: 0.6662 1.9178 5.3608
H: -0.5335 3.9663 4.6027
H: -1.5020 3.9994 2.2813
H: -1.2239 2.0230 0.8589
C: -0.4682 -3.0445 -2.1359
Ge: 0.7646 -2.8246 -0.6165
C: 0.9390 -4.5871 0.2399
C: 2.5417 -2.6143 -1.5176
Ge: 1.9427 -0.0652 0.2706
C: 2.1185 1.8559 -0.0964
C: 2.1737 2.4197 -1.3688
C: 2.2920 3.7941 -1.5279
C: 2.3268 4.6211 -0.4168
C: 2.2613 4.0714 0.8546
C: 2.1668 2.6979 1.0175
C: 3.6339 -0.5780 1.0775
C: 4.6728 0.3400 1.2441
C: 5.8134 -0.0077 1.9566
C: 5.9370 -1.2808 2.4867
C: 4.9269 -2.2175 2.3005
C: 3.7902 -1.8703 1.5971
H: -0.9675 -4.0039 -2.0068
H: 0.1054 -3.0508 -3.0625
H: -1.2394 -2.2803 -2.2053
H: 0.9563 -5.3137 -0.5740
H: 0.1058 -4.8079 0.9026
H: 1.8751 -4.6699 0.7915
H: 2.8887 -3.6363 -1.6804
H: 3.3361 -2.0876 -0.9971
H: 2.4124 -2.1497 -2.4947
H: 2.1312 1.7994 -2.2515
H: 2.3481 4.2161 -2.5227
H: 2.4089 5.6930 -0.5380
H: 2.2926 4.7117 1.7268
H: 2.1340 2.2912 2.0212
H: 4.6070 1.3308 0.8133
H: 6.6092 0.7135 2.0829
H: 6.8280 -1.5511 3.0379
H: 5.0324 -3.2166 2.7021
H: 3.0055 -2.6088 1.4711
O: -1.0420 -0.1033 -0.1501
Si: -2.0419 0.4531 -1.4015
C: -0.9968 0.5010 -2.9527
C: -1.4638 1.2314 -4.0495
C: -0.7140 1.3470 -5.2095
C: 0.5279 0.7367 -5.2983
C: 1.0135 0.0065 -4.2244
C: 0.2509 -0.1034 -3.0704
C: -2.6111 2.2134 -1.1064
C: -3.9289 2.5243 -0.7718
C: -4.3407 3.8446 -0.6397
C: -3.4409 4.8781 -0.8424
C: -2.1240 4.5920 -1.1844
C: -1.7221 3.2750 -1.3208
C: -3.5282 -0.6468 -1.5265
C: -4.2989 -0.9186 -0.3915
C: -5.4591 -1.6678 -0.4805
C: -5.8701 -2.1624 -1.7116
C: -5.1194 -1.9053 -2.8478
C: -3.9592 -1.1500 -2.7533
H: -2.4267 1.7270 -3.9969
H: -1.0965 1.9185 -6.0443
H: 1.1134 0.8259 -6.2037
H: 1.9793 -0.4772 -4.2906
H: 0.6311 -0.6974 -2.2489
H: -4.6524 1.7319 -0.6200
H: -5.3699 4.0632 -0.3885
H: -3.7655 5.9060 -0.7463
H: -1.4175 5.3938 -1.3548
H: -0.6946 3.0683 -1.5984
H: -3.9903 -0.5447 0.5815
H: -6.0424 -1.8718 0.4079
H: -6.7764 -2.7488 -1.7831
H: -5.4350 -2.2941 -3.8066
H: -3.3810 -0.9586 -3.6499
Cl: -1.8793 -2.7583 0.6532

Output
**Net charge**: +1
**<S²>**: 0.7871
**HOMO level (alpha / beta)**: -9.782 / -11.043 eV
**E**: -206640.51505 eV
**HOMO-LUMO gap (alpha / beta)**: 5.66 / 6.76 eV
**Multiplicity**: 2
**Max |F|**: 2.045 eV/A



Record 3
The following is a DFT calculation (the ωB97M-V functional and the def2-TZVPD basis) of a structure of composition C41H42N8O2RuS.

Atoms and positions in Å:
Ru: -0.6749 -0.1083 0.0634
C: -2.3492 0.2053 -2.7996
C: -1.5648 -1.0502 -3.1893
C: -1.6140 -2.2177 -2.2165
N: -1.1169 -1.9498 -0.8612
C: -1.1132 -2.9684 -0.0089
C: -1.5564 -4.2714 -0.3553
C: -1.3617 -5.4859 0.2674
C: -0.6385 -5.7943 1.4170
C: -0.0948 -4.8858 2.2994
C: -0.2091 -3.5019 2.3068
C: -0.7622 -2.6215 1.3732
N: -0.9296 -1.3074 1.6289
C: -0.9017 -0.7704 2.9870
C: 0.3074 0.1140 3.2985
C: 0.4520 1.3406 2.3484
N: -0.6525 1.3645 1.4027
C: -1.7939 1.9973 1.6523
C: -1.9382 2.9089 2.7236
C: -3.0296 3.6359 3.1610
C: -4.3089 3.7258 2.6340
C: -4.7968 3.0628 1.5051
C: -4.1869 2.1213 0.7199
C: -2.8920 1.5290 0.8066
N: -2.5770 0.4717 0.0862
C: -3.6078 -0.3026 -0.6178
C: -3.7037 0.0145 -2.1173
H: -2.4799 0.8205 -3.6914
H: -1.7386 0.8076 -2.1351
H: -0.5256 -0.7614 -3.3737
H: -1.9517 -1.4424 -4.1328
H: -1.0302 -3.0415 -2.6380
H: -2.6504 -2.5731 -2.1658
H: -2.1066 -4.3349 -1.2820
H: -1.7974 -6.3328 -0.2514
H: -0.5069 -6.8441 1.6462
H: 0.4709 -5.2972 3.1274
H: 0.2643 -3.0247 3.1563
H: -0.9478 -1.5829 3.7086
H: -1.8166 -0.1916 3.1287
H: 1.2252 -0.4816 3.2663
H: 0.2030 0.4560 4.3296
H: 1.3683 1.2576 1.7692
H: 0.5491 2.2632 2.9128
H: -1.0494 3.0654 3.3148
H: -2.8437 4.2435 4.0389
H: -4.9941 4.3961 3.1368
H: -5.8049 3.3250 1.2052
H: -4.7799 1.7785 -0.1162
H: -4.5757 -0.1528 -0.1432
H: -3.3571 -1.3478 -0.4615
H: -4.2739 0.9381 -2.2463
H: -4.2887 -0.7823 -2.5856
O: 6.8892 0.7415 -2.5465
C: 6.0872 0.0055 -1.7490
O: 6.5468 -0.9647 -1.1942
C: 4.6871 0.4288 -1.5588
C: 3.8315 -0.5748 -0.8467
C: 2.5017 0.0731 -0.3304
C: 1.8971 1.1394 -1.1767
C: 2.7899 1.9754 -1.8083
C: 4.1708 1.6164 -1.9387
N: 0.5438 1.2460 -1.2462
C: 0.1145 2.0799 -2.2514
C: -0.9115 3.0616 -2.2016
C: -1.2258 3.7485 -3.3960
C: -2.1412 4.7725 -3.3755
C: -2.7334 5.1191 -2.1632
C: -2.3803 4.3881 -1.0404
N: -1.5168 3.3738 -1.0312
H: 6.3838 1.4183 -3.0110
H: 3.7492 -1.5057 -1.4118
H: 1.5079 -0.8597 1.1310
H: 2.4488 2.9038 -2.2422
H: 4.8127 2.3594 -2.4043
H: 0.6938 2.0479 -3.1698
H: -0.7251 3.4666 -4.3145
H: -2.3847 5.3107 -4.2828
H: -3.4384 5.9357 -2.0890
H: -2.8169 4.6468 -0.0806
N: 5.8630 -2.3782 2.4754
C: 4.5895 -2.7527 2.2494
S: 3.8127 -3.8561 3.2328
C: 3.8599 -2.1316 1.1634
C: 2.8369 -2.8740 0.4903
C: 1.7995 -2.3083 -0.1483
N: 1.4606 -0.9193 0.1144
C: 3.3190 0.3999 0.9076
C: 4.2644 -0.7686 0.6409
H: 6.3587 -2.8548 3.2104
H: 6.4127 -1.9514 1.7467
H: 2.9394 -3.9536 0.4556
H: 1.1625 -2.8582 -0.8202
H: 3.6879 1.3967 1.1252
H: 5.3048 -0.5602 0.8534

Output
**Net charge**: +1
**<S²>**: 8.9537
**HOMO level (alpha / beta)**: -8.572 / -9.696 eV
**E**: -72620.09714 eV
**HOMO-LUMO gap (alpha / beta)**: 5.76 / 4.89 eV
**Multiplicity**: 6
**Max |F|**: 0.623 eV/A



Computed values of energy relative to the best compared isomer or geometry (same formula, charge and spin) (unit: kJ/mol) for the preceding records, in sequence: 0.0, 243.4, 284.3.